Entry 1:
{"formula": "C59H48BrCl8GeN3OP2SW", "method": "the ωB97M-V functional and the def2-TZVPD basis", "e_lumo_ev": [-9.493, -11.220], "s_squared": 0.7530, "orbital_gap_ev": [5.0, 3.3], "multiplicity": 2, "e_tot_ha": -11996.06046, "max_force_ha_per_bohr": 0.0479, "charge": 3, "relative_energy_kj_mol": 291.5, "elements": ["W", "Cl", "C", "C", "C", "Cl", "C", "Cl", "C", "Cl", "C", "Cl", "O", "C", "C", "C", "N", "C", "Br", "C", "H", "H", "H", "H", "C", "S", "C", "C", "C", "N", "P", "C", "C", "C", "C", "C", "C", "C", "C", "C", "C", "C", "C", "P", "C", "C", "C", "C", "C", "C", "C", "C", "C", "C", "C", "C", "H", "H", "H", "H", "H", "H", "H", "H", "H", "H", "H", "H", "H", "H", "H", "H", "H", "H", "H", "H", "H", "H", "H", "H", "H", "H", "H", "H", "H", "Cl", "C", "Cl", "Cl", "C", "N", "C", "C", "C", "C", "C", "C", "Ge", "C", "C", "C", "C", "C", "C", "C", "C", "C", "C", "C", "C", "H", "H", "H", "H", "H", "H", "H", "H", "H", "H", "H", "H", "H", "H", "H"], "positions_angstrom": [[-0.211046, 0.137519, -0.038833], [3.522600, 0.562723, -1.234084], [3.031452, 0.883176, 0.387874], [1.711864, 0.673659, 0.818824], [1.554779, 0.790067, 2.190434], [-0.017234, 0.302079, 2.736153], [2.500000, 1.167947, 3.106740], [2.099214, 1.269002, 4.758198], [3.773079, 1.442551, 2.631883], [4.994099, 1.932674, 3.707525], [4.039999, 1.270979, 1.271155], [5.632705, 1.505449, 0.703492], [0.711822, 3.109162, -5.353731], [0.720929, 2.573966, -4.134931], [1.002682, 3.283196, -2.969302], [0.908578, 2.635011, -1.765669], [0.592931, 1.334820, -1.677509], [0.471519, 0.605922, -2.819197], [-2.243891, 0.401468, -1.567954], [0.504923, 1.195986, -4.049162], [0.891862, 4.057880, -5.340681], [1.278358, 4.332780, -2.996811], [1.104735, 3.159661, -0.844277], [0.421322, 0.633106, -4.970254], [3.277436, -7.977785, -3.437118], [3.095503, -6.270158, -3.014324], [2.063344, -6.311687, -1.561305], [1.172977, -5.064360, -1.427002], [1.984440, -3.787048, -1.143638], [1.187628, -2.567889, -0.941969], [0.646429, -1.207874, -2.188983], [1.965300, -1.614284, -3.448428], [1.872725, -2.870209, -4.061589], [2.691497, -3.221189, -5.127468], [3.632649, -2.324305, -5.611085], [3.733970, -1.074818, -5.022476], [2.907781, -0.724014, -3.959231], [-0.765091, -2.090895, -2.949305], [-1.456445, -3.086284, -2.272787], [-2.548617, -3.720610, -2.858859], [-2.963823, -3.355106, -4.130186], [-2.262837, -2.372958, -4.822592], [-1.168791, -1.751386, -4.239661], [0.859279, -2.154050, 0.654510], [0.106817, -3.649787, 1.403942], [-1.229695, -3.964176, 1.179183], [-1.771845, -5.169681, 1.606565], [-0.978484, -6.086635, 2.278211], [0.357302, -5.794678, 2.505317], [0.900138, -4.593641, 2.069574], [2.399369, -2.061368, 1.621368], [2.351457, -2.058503, 3.022066], [3.518030, -1.960609, 3.766450], [4.747721, -1.870518, 3.122092], [4.805145, -1.869899, 1.733365], [3.634069, -1.949018, 0.985855], [4.010988, -8.053673, -4.238141], [2.300153, -8.348396, -3.773689], [3.599108, -8.534400, -2.549678], [2.767143, -6.389997, -0.717273], [1.491257, -7.240455, -1.609488], [0.498572, -5.268451, -0.595729], [0.553089, -4.940040, -2.317206], [2.689234, -3.606997, -1.959974], [2.588063, -3.964912, -0.250845], [1.092836, -3.558052, -3.758159], [2.568424, -4.187909, -5.607646], [4.257593, -2.583887, -6.456968], [4.444398, -0.349151, -5.402492], [3.017148, 0.269465, -3.551794], [-1.133656, -3.387077, -1.290374], [-3.070667, -4.505480, -2.319018], [-3.822409, -3.835257, -4.586096], [-2.568606, -2.090024, -5.824177], [-0.626639, -1.013296, -4.812454], [-1.858298, -3.276470, 0.646395], [-2.814419, -5.390447, 1.415852], [-1.398881, -7.022670, 2.623481], [0.985956, -6.504179, 3.029814], [1.948716, -4.411288, 2.243084], [1.402272, -2.145930, 3.536988], [3.468530, -1.960736, 4.850723], [5.660796, -1.795429, 3.702848], [5.762212, -1.800338, 1.226423], [3.687728, -1.922245, -0.096893], [-4.525672, -2.890177, 0.208126], [-4.291616, -1.695201, 1.469720], [-4.197248, -2.409637, 3.063350], [-5.601704, -0.565184, 1.349252], [-2.945523, -1.074325, 1.194082], [-1.897217, -0.759549, 0.906994], [-3.606144, 5.208733, -2.345060], [-4.200488, 4.172345, -1.639536], [-3.435001, 3.374735, -0.795295], [-2.071237, 3.607028, -0.624446], [-1.493475, 4.657106, -1.330996], [-2.250008, 5.451984, -2.186346], [-1.012838, 2.610161, 0.704575], [0.294326, 4.001796, 1.236003], [-0.317374, 5.214385, 1.578162], [0.438403, 6.312873, 1.961010], [1.825230, 6.228739, 2.010651], [2.448771, 5.037369, 1.677911], [1.685923, 3.935153, 1.295236], [-2.102685, 2.511761, 2.341827], [-1.548188, 3.025811, 3.518672], [-2.294698, 3.080640, 4.691379], [-3.603912, 2.622448, 4.706748], [-4.163322, 2.109810, 3.545161], [-3.406810, 2.039880, 2.375986], [-4.197835, 5.822113, -3.013666], [-5.265333, 3.990500, -1.736479], [-3.929957, 2.566344, -0.273415], [-0.449266, 4.900395, -1.188949], [-1.781477, 6.275893, -2.714323], [-1.398151, 5.306691, 1.549066], [-0.059210, 7.240119, 2.216155], [2.412596, 7.089340, 2.307265], [3.531081, 4.960528, 1.710604], [2.206574, 3.028861, 1.029936], [-0.531991, 3.404032, 3.525481], [-1.850576, 3.490228, 5.591255], [-4.185849, 2.662035, 5.619603], [-5.197513, 1.788632, 3.546920], [-3.863829, 1.654143, 1.475687]], "forces_ev_per_a": [[-1.1, -0.7, 0.0], [-0.3, 0.0, 0.1], [-0.2, 0.1, 0.0], [0.5, 0.0, -0.2], [-0.2, -0.1, -0.3], [-0.1, -0.1, -0.3], [0.0, 0.2, 0.3], [0.0, 0.0, 0.1], [0.2, 0.1, -0.1], [0.1, 0.0, 0.1], [0.0, 0.1, 0.0], [0.1, 0.0, 0.0], [0.0, -0.1, 0.2], [0.0, 0.2, -0.2], [0.1, 0.2, -0.1], [-0.1, -0.2, -0.1], [-0.1, -0.3, 0.1], [0.6, -0.3, 0.2], [0.5, 0.1, 0.3], [-0.1, -0.1, -0.2], [0.0, 0.0, 0.0], [-0.1, -0.1, 0.0], [0.0, 0.0, 0.0], [0.1, 0.1, 0.1], [0.0, -0.1, 0.0], [0.1, 0.2, -0.2], [-0.2, 0.1, 0.1], [0.2, 0.1, -0.1], [-0.2, -0.2, -0.2], [0.1, 0.4, 0.1], [0.4, -0.3, -0.4], [-0.1, -0.2, 0.0], [0.0, 0.0, -0.1], [-0.1, -0.1, 0.1], [0.0, 0.0, 0.0], [0.0, 0.1, 0.1], [0.1, 0.0, 0.0], [-0.1, 0.1, 0.1], [-0.1, -0.1, -0.1], [0.0, 0.0, 0.0], [0.0, 0.0, 0.0], [0.0, 0.0, 0.0], [-0.1, 0.0, -0.1], [0.7, 0.0, -0.2], [-0.1, 0.1, 0.1], [-0.1, -0.1, 0.1], [0.0, 0.1, -0.1], [-0.1, 0.0, 0.0], [0.1, 0.0, 0.0], [0.0, 0.0, 0.0], [0.1, 0.1, 0.1], [0.0, -0.1, -0.1], [0.0, 0.0, 0.0], [0.0, 0.0, -0.1], [0.0, -0.1, 0.0], [0.1, -0.2, 0.1], [0.0, 0.0, 0.0], [0.1, 0.0, 0.1], [-0.1, 0.0, -0.1], [-0.1, 0.0, 0.0], [0.0, 0.0, 0.1], [0.0, 0.0, 0.0], [0.0, -0.1, 0.0], [0.1, 0.0, 0.0], [0.0, 0.0, 0.1], [0.0, 0.0, 0.0], [0.0, 0.1, 0.0], [0.0, 0.0, 0.1], [0.0, -0.1, 0.0], [-0.1, 0.0, -0.1], [0.0, 0.0, 0.1], [0.0, 0.1, 0.0], [0.1, 0.0, 0.0], [0.0, 0.0, 0.1], [-0.1, 0.0, 0.0], [-0.2, 0.1, -0.1], [0.0, 0.0, 0.0], [0.0, 0.0, 0.0], [0.0, 0.0, 0.0], [0.1, 0.1, 0.1], [0.0, 0.0, 0.0], [0.0, 0.0, -0.1], [-0.1, 0.0, 0.0], [-0.1, 0.0, 0.1], [0.0, 0.0, 0.0], [0.2, -0.5, -0.3], [0.5, 0.3, -0.1], [0.1, -0.1, 0.2], [-0.1, 0.6, 0.1], [-2.1, -1.0, 0.8], [0.9, 0.3, -0.2], [0.0, 0.0, 0.0], [0.0, -0.1, 0.1], [-0.2, 0.1, -0.2], [0.0, -0.2, -0.2], [-0.1, 0.2, 0.0], [0.1, 0.0, 0.0], [-0.1, 1.8, 0.4], [0.3, -0.1, 0.0], [0.0, 0.0, 0.0], [0.0, 0.0, 0.0], [0.0, 0.0, 0.0], [0.0, -0.1, 0.0], [-0.1, 0.2, 0.1], [0.2, -0.2, 0.1], [-0.1, 0.0, 0.2], [0.2, 0.0, -0.1], [0.0, 0.0, 0.0], [0.0, -0.1, -0.1], [-0.2, 0.0, 0.2], [0.0, 0.0, 0.1], [0.1, 0.0, 0.0], [0.0, 0.1, 0.0], [0.0, 0.1, 0.0], [0.0, -0.1, 0.0], [0.0, 0.0, 0.0], [0.0, 0.0, 0.0], [0.0, 0.0, 0.0], [-0.1, 0.0, 0.0], [0.0, 0.1, 0.0], [-0.1, 0.0, 0.0], [0.0, 0.0, -0.1], [0.0, 0.0, -0.1], [0.0, -0.1, 0.0], [-0.1, -0.1, 0.0]]}

Entry 2:
{"formula": "C9H17NO2P", "method": "the ωB97M-V functional and the def2-TZVPD basis", "e_lumo_ev": -2.684, "orbital_gap_ev": 9.8, "multiplicity": 1, "e_tot_ha": -899.37430, "max_force_ha_per_bohr": 0.0974, "charge": 1, "smiles": "CO\\C(=C/C=C\\C=C\\[NH3+])P(C)(C)=O", "relative_energy_kj_mol": 174.5, "elements": ["C", "O", "C", "C", "C", "C", "C", "C", "N", "P", "C", "C", "O", "H", "H", "H", "H", "H", "H", "H", "H", "H", "H", "H", "H", "H", "H", "H", "H", "H"], "positions_angstrom": [[1.105858, -1.834590, 1.576883], [0.082914, -0.968560, 1.183415], [-0.107979, -0.616880, -0.141147], [0.696981, -0.748503, -1.215689], [2.132666, -0.929399, -1.206125], [3.000051, -0.128889, -0.584099], [2.496670, 1.216681, -0.190173], [1.480450, 1.291528, 0.667744], [0.692446, 2.549673, 0.774403], [-1.777656, 0.186897, -0.144683], [-2.235951, 0.348374, -1.866817], [-2.837948, -0.864325, 0.954667], [-1.604518, 1.608212, 0.251104], [1.463702, -2.646539, 0.988568], [0.859747, -2.381701, 2.421902], [1.985922, -1.312342, 1.723670], [0.279570, -0.734349, -2.144245], [2.582508, -1.823135, -1.742164], [4.130048, -0.256675, -0.628529], [2.979063, 1.924260, -0.730231], [1.371751, 0.691064, 1.534721], [-0.354418, 2.045956, 0.616128], [0.865370, 3.383390, 0.249680], [0.711076, 2.772361, 1.771571], [-2.184371, -0.573785, -2.556768], [-3.200738, 0.703148, -1.932037], [-1.589803, 1.055329, -2.302634], [-2.258426, -0.983185, 1.763394], [-3.595216, -0.174918, 1.175053], [-2.982841, -1.650254, 0.319979]], "forces_ev_per_a": [[0.5, -0.5, -0.6], [-0.5, -0.3, -1.1], [-0.8, -0.5, 0.3], [0.5, -0.4, 2.7], [1.4, -2.4, -0.1], [1.3, 1.2, 0.1], [-0.8, -3.8, 2.0], [2.2, 3.4, -1.2], [-0.9, -2.4, 2.4], [0.8, -2.0, -1.2], [0.8, -3.7, -1.0], [1.0, 3.8, -3.1], [0.4, 1.6, 1.6], [-0.6, -0.4, -1.9], [-1.1, -0.2, 2.1], [1.9, 1.4, 0.7], [-1.4, 0.4, -2.5], [-0.8, 1.1, 0.5], [-1.7, -0.1, -0.1], [0.7, 2.8, -1.5], [-0.6, -0.7, 0.0], [-0.1, 1.4, -0.4], [0.4, 0.1, -0.8], [-0.2, 0.5, -0.2], [-0.1, 1.1, 1.4], [-2.3, 0.9, -0.1], [0.9, 1.0, -0.3], [2.0, -1.1, 3.0], [-1.9, 0.3, 0.2], [-1.2, -2.6, -0.9]]}